# 1
Formula: C28H19IrN4O9S2
Source: the OMol25 dataset
Level of theory: ωB97M-V with the def2-TZVPD basis set

The geometry in XYZ format:
```
63
Properties=species:S:1:pos:R:3:forces:R:3:mulliken_charge:R:1
Ir 0.54280 0.72107 -0.58175 0.1 -0.1 0.1 2.297
C 2.66160 3.35122 -5.24403 0.0 0.0 0.0 -1.032
O 2.43741 2.40293 -4.23950 0.0 0.0 0.0 -0.339
C 1.59817 1.36744 -4.53580 0.0 0.0 0.0 0.544
C 1.11553 1.10188 -5.79603 0.0 0.0 0.0 -0.650
C 0.24890 0.01702 -6.01711 0.0 0.0 0.0 -0.868
C -0.11267 -0.77208 -4.95476 0.0 0.0 0.0 -0.884
C 0.34017 -0.49989 -3.65417 0.0 -0.1 0.0 0.615
C 0.02161 -1.43769 -2.58979 0.0 0.0 -0.1 -0.561
N 0.06481 -1.12284 -1.35496 0.1 0.1 0.0 0.007
N 0.09750 -2.16100 -0.42161 -0.2 0.1 0.0 -0.675
C 0.96549 -1.83824 0.50231 0.1 0.0 0.1 0.291
O 1.69717 -0.78864 0.52351 -0.1 0.0 0.0 -1.021
C 1.05658 -2.77846 1.66347 0.1 0.0 0.0 0.244
C 1.96698 -2.51294 2.67947 0.0 0.0 0.0 -0.301
C 2.00304 -3.31148 3.81528 0.0 0.0 0.0 -0.645
C 1.12313 -4.37709 3.94750 0.0 0.0 0.0 -0.266
C 0.21105 -4.64566 2.93211 0.0 0.0 0.0 -0.694
C 0.17876 -3.85272 1.79578 0.0 0.0 0.0 -0.090
C 1.22140 0.57877 -3.40003 0.0 0.0 0.0 1.170
O 1.73317 0.88551 -2.25228 0.0 0.0 0.1 -1.164
H 3.27405 4.13142 -4.79582 0.0 0.0 0.0 0.243
H 1.72283 3.79278 -5.59787 0.0 0.0 0.0 0.399
H 3.19511 2.92399 -6.10347 0.0 0.0 0.0 0.356
H 1.39338 1.73368 -6.62952 0.0 0.0 0.0 0.325
H -0.12384 -0.18356 -7.01391 0.0 0.0 0.0 0.339
H -0.77322 -1.62066 -5.10241 0.0 0.0 0.0 0.357
H -0.15814 -2.48335 -2.83743 0.0 0.0 0.0 0.394
H 2.61361 -1.65234 2.56893 0.0 0.0 0.0 0.425
H 2.70088 -3.08334 4.61194 0.0 0.0 0.0 0.377
H 1.13481 -4.98540 4.84427 0.0 0.0 0.0 0.390
H -0.48901 -5.46682 3.03663 0.0 0.0 0.0 0.388
H -0.53701 -4.03128 1.00409 0.0 0.0 0.0 0.448
S -0.95594 2.10040 -1.63970 -0.1 0.1 -0.1 -0.602
C -0.22712 3.69327 -1.52673 0.1 0.0 -0.1 0.246
C -0.71164 4.74075 -2.31141 0.0 0.0 0.0 -0.601
C -0.18780 6.02267 -2.21203 0.0 0.0 0.0 -0.497
C 0.84427 6.27230 -1.31252 0.0 0.0 0.0 -0.484
C 1.33817 5.23494 -0.53314 0.0 0.0 0.0 -0.565
C 0.82419 3.94032 -0.62774 0.0 0.0 0.0 0.458
S 1.45563 2.64843 0.37318 0.0 0.0 0.0 -0.669
H -1.51453 4.53156 -3.01112 0.0 0.0 0.0 0.337
H -0.57939 6.81904 -2.83612 0.0 0.0 0.0 0.317
H 1.26799 7.26709 -1.22307 0.0 0.0 0.0 0.321
H 2.14680 5.41738 0.16705 0.0 0.0 0.0 0.334
O -2.64193 -0.16396 0.32603 0.1 -0.2 -0.1 -0.757
C -1.74810 -0.11211 1.15553 -0.1 0.3 0.2 0.366
O -0.60244 0.44583 1.12391 0.0 -0.1 -0.1 -0.809
C -1.97929 -0.80892 2.50096 0.0 -0.1 0.0 0.382
C -1.00605 -0.79666 3.49399 0.0 0.0 0.0 -0.377
C -1.21711 -1.53539 4.64661 0.1 0.0 0.0 -0.141
C -2.34751 -2.30282 4.84821 0.0 0.0 0.0 -0.386
C -3.29568 -2.28278 3.84431 0.0 -0.1 0.0 -0.116
C -3.13660 -1.55018 2.67930 0.0 -0.1 0.0 -0.724
N -4.51575 -3.08601 4.03268 -0.2 0.3 0.2 1.076
O -5.36195 -3.05279 3.16143 0.1 -0.1 0.0 -0.637
O -4.63480 -3.70924 5.07542 0.1 -0.1 -0.1 -0.658
N -0.20804 -1.50747 5.72243 -0.2 0.2 0.2 1.249
O 0.71540 -0.73035 5.61637 0.0 -0.1 -0.1 -0.622
O -0.38985 -2.23096 6.68974 0.1 0.0 -0.1 -0.700
H -0.10304 -0.22155 3.34102 0.0 0.0 0.0 0.622
H -2.48280 -2.88284 5.74563 0.0 0.0 0.0 0.603
H -3.87117 -1.56220 1.88673 0.0 0.0 0.0 0.617
```
Positions in Å, forces in eV/Å.

Results
HOMO: -0.84 eV
Electronic energy: -78240.7962 eV
Total charge: -2
Max |F|: 0.367 eV Å⁻¹
Relative energy (zero: lowest compared OMol25 entry of this formula, charge and spin): 0.469 eV
Frontier orbital gap: 4.247 eV



# 2
Formula: C4H11N2O
Source: the OMol25 dataset
Level of theory: ωB97M-V with the def2-TZVPD basis set

The geometry in XYZ format:
```
18
Properties=species:S:1:pos:R:3:forces:R:3:mulliken_charge:R:1
C 1.47605 1.17683 -0.63196 0.0 0.3 0.2 -1.050
C 1.56802 0.74898 0.83951 -1.0 0.4 0.1 -0.382
C -0.24834 0.24241 2.46278 2.2 -1.0 -0.9 -0.197
N 0.14694 0.36716 1.24764 -0.3 0.5 1.0 0.069
H 1.03925 0.38100 -1.24002 0.1 0.1 0.1 0.219
H 0.82021 2.07944 -0.71201 0.6 -0.7 0.0 0.321
H 2.46561 1.40592 -1.04474 -0.3 0.0 0.2 0.372
H 2.20932 -0.11152 1.06564 -0.1 0.2 -0.3 0.347
H 1.87400 1.60412 1.47381 -0.2 -0.6 -0.3 0.363
H -1.24275 -0.07885 2.74225 -0.2 0.3 -0.2 0.295
H 0.58698 0.21321 3.18190 -0.8 0.5 0.2 0.295
H -0.56451 0.25085 0.46468 0.3 0.0 0.1 0.350
C -2.05819 -0.96078 -1.32861 0.0 1.2 -0.4 0.126
N -1.31602 -1.91726 -1.91366 -0.6 0.8 0.7 -0.276
O -1.58288 -0.00452 -0.66862 -0.9 -1.8 -0.7 -0.654
H -3.15347 -1.00694 -1.56648 0.8 0.0 0.3 0.339
H -1.68789 -2.51593 -2.63507 0.0 -0.1 0.2 0.235
H -0.33233 -1.87412 -1.73707 0.4 -0.2 -0.3 0.228
```
Positions in Å, forces in eV/Å.

Results
HOMO: -14.61 eV
Electronic energy: -9347.5044 eV
Total charge: +1
Max |F|: 2.545 eV Å⁻¹
Relative energy (zero: lowest compared OMol25 entry of this formula, charge and spin): 1.352 eV
Frontier orbital gap: 10.311 eV



# 3
Formula: C4H8OS
Source: the OMol25 dataset
Level of theory: ωB97M-V with the def2-TZVPD basis set

The geometry in XYZ format:
```
14
Properties=species:S:1:pos:R:3:forces:R:3:mulliken_charge:R:1
C -2.17906 0.39066 -0.04602 -0.6 0.2 0.0 -1.199
C -1.03455 -0.62574 0.18109 0.0 0.0 0.0 -0.273
C 0.35689 -0.00326 0.06551 -0.5 -1.1 -1.1 -0.770
C 2.99251 0.00179 -0.01030 1.2 0.4 -1.0 0.112
H -2.40666 1.13324 0.75834 0.7 -0.5 -0.6 0.313
H -2.03041 0.89762 -1.00954 0.2 0.2 0.4 0.318
H -3.14504 -0.10720 -0.21335 0.3 -0.3 0.3 0.335
H -1.08446 -1.30415 -0.67836 -0.3 -0.5 0.5 0.285
H -1.13815 -1.16515 1.17304 0.1 0.4 -1.3 0.294
H 0.56423 0.55091 -0.83296 -0.7 0.3 -0.6 0.389
H 0.53360 0.66784 0.81442 0.5 1.7 2.2 0.470
H 3.96061 -0.45902 -0.34964 -0.4 0.2 0.6 0.294
O 2.88203 1.19663 0.12043 -0.1 -0.4 0.2 -0.460
S 1.72844 -1.17418 0.02733 -0.4 -0.6 0.4 -0.107
```
Positions in Å, forces in eV/Å.

Results
HOMO: -9.66 eV
Electronic energy: -17159.9114 eV
Max |F|: 2.847 eV Å⁻¹
Relative energy (zero: lowest compared OMol25 entry of this formula, charge and spin): 0.539 eV
SMILES: CCCSC=O
Frontier orbital gap: 10.548 eV



# 4
Formula: C19H17BrN5PdS
Source: the OMol25 dataset
Level of theory: ωB97M-V with the def2-TZVPD basis set

The geometry in XYZ format:
```
44
Properties=species:S:1:pos:R:3:forces:R:3:mulliken_charge:R:1
Pd -0.10913 0.16926 -0.28154 -0.5 0.2 -0.1 -0.415
N -0.76562 -3.27873 2.12928 0.0 0.0 0.0 -0.399
C -0.57647 -2.06930 1.59063 0.1 0.0 0.0 0.696
S -0.42862 -2.03837 -0.17510 0.0 0.0 -0.1 -0.294
N -0.51031 -1.03693 2.38482 0.0 0.0 0.1 -1.334
N -0.31770 0.12745 1.72238 0.1 0.0 -0.2 0.936
C -0.34313 1.26835 2.32323 0.0 0.0 0.0 0.532
C -0.57816 1.42032 3.77286 0.0 0.0 0.0 -0.452
C 0.27347 0.80653 4.68736 0.0 0.0 0.0 -0.088
C 0.06218 0.97928 6.04498 0.0 0.0 0.0 -0.787
C -1.00774 1.74307 6.49224 0.0 0.0 0.0 -0.420
C -1.86473 2.34478 5.58197 0.0 0.0 0.0 -0.764
C -1.64625 2.19304 4.22182 0.0 0.0 0.0 -0.103
C -0.08975 2.44786 1.46297 0.0 0.0 0.0 0.744
C 0.07896 3.72132 1.97164 0.0 0.0 0.0 -0.406
C 0.34038 4.76804 1.09366 0.0 0.0 0.0 -0.618
C 0.42554 4.51646 -0.26173 0.0 0.0 0.0 -0.847
C 0.25813 3.21320 -0.70784 0.0 0.0 0.0 -0.179
N 0.01037 2.21801 0.13293 0.1 -0.1 0.1 0.110
H -0.85003 -4.09667 1.55318 0.0 0.0 0.0 0.206
H -0.91997 -3.35669 3.12040 0.0 0.0 0.0 0.233
H 1.09404 0.19782 4.33211 0.0 0.0 0.0 0.470
H 0.72870 0.51108 6.75659 0.0 0.0 0.0 0.408
H -1.17490 1.86805 7.55361 0.0 0.0 0.0 0.413
H -2.70350 2.93218 5.92982 0.0 0.0 0.0 0.401
H -2.31589 2.66061 3.50971 0.0 0.0 0.0 0.509
H 0.01415 3.88659 3.03676 0.0 0.0 0.0 0.511
H 0.47752 5.77062 1.47550 0.0 0.0 0.0 0.457
H 0.62363 5.30427 -0.97352 0.0 0.0 0.0 0.422
H 0.31454 2.94607 -1.75542 0.0 0.0 0.0 0.381
C 6.07901 -0.22775 0.02619 0.0 0.0 0.0 -1.336
C 4.58758 -0.17326 -0.14355 0.0 0.0 0.0 0.634
C 3.96630 -0.46593 -1.35689 0.0 0.0 0.0 -0.345
C 2.58771 -0.41768 -1.50066 -0.1 -0.1 -0.1 -0.868
C 1.91371 -0.05351 -0.34986 0.2 0.0 0.4 1.436
Br -0.48022 0.36209 -2.64328 0.1 -0.1 -0.1 -0.319
N 2.43118 0.21260 0.78733 0.0 0.0 -0.1 -0.110
C 3.76326 0.16485 0.91923 0.0 0.0 0.0 -0.628
H 6.57224 -0.47498 -0.91136 0.0 0.0 0.0 0.360
H 6.35718 -0.98139 0.76326 0.0 0.0 0.0 0.326
H 6.46704 0.73068 0.37124 0.0 0.0 0.0 0.337
H 4.56687 -0.74233 -2.21501 0.0 0.0 0.0 0.369
H 2.09128 -0.64746 -2.42862 0.0 0.0 0.0 0.401
H 4.16373 0.40361 1.89689 0.0 0.0 0.0 0.418
```
Positions in Å, forces in eV/Å.

Results
HOMO: -11.59 eV
Electronic energy: -111781.5689 eV
Total charge: +1
Max |F|: 0.527 eV Å⁻¹
Relative energy (zero: lowest compared OMol25 entry of this formula, charge and spin): 1.331 eV
Frontier orbital gap: 7.039 eV



Copy entry 4 word for word.
Formula: C19H17BrN5PdS
Source: the OMol25 dataset
Level of theory: ωB97M-V with the def2-TZVPD basis set

The geometry in XYZ format:
```
44
Properties=species:S:1:pos:R:3:forces:R:3:mulliken_charge:R:1
Pd -0.10913 0.16926 -0.28154 -0.5 0.2 -0.1 -0.415
N -0.76562 -3.27873 2.12928 0.0 0.0 0.0 -0.399
C -0.57647 -2.06930 1.59063 0.1 0.0 0.0 0.696
S -0.42862 -2.03837 -0.17510 0.0 0.0 -0.1 -0.294
N -0.51031 -1.03693 2.38482 0.0 0.0 0.1 -1.334
N -0.31770 0.12745 1.72238 0.1 0.0 -0.2 0.936
C -0.34313 1.26835 2.32323 0.0 0.0 0.0 0.532
C -0.57816 1.42032 3.77286 0.0 0.0 0.0 -0.452
C 0.27347 0.80653 4.68736 0.0 0.0 0.0 -0.088
C 0.06218 0.97928 6.04498 0.0 0.0 0.0 -0.787
C -1.00774 1.74307 6.49224 0.0 0.0 0.0 -0.420
C -1.86473 2.34478 5.58197 0.0 0.0 0.0 -0.764
C -1.64625 2.19304 4.22182 0.0 0.0 0.0 -0.103
C -0.08975 2.44786 1.46297 0.0 0.0 0.0 0.744
C 0.07896 3.72132 1.97164 0.0 0.0 0.0 -0.406
C 0.34038 4.76804 1.09366 0.0 0.0 0.0 -0.618
C 0.42554 4.51646 -0.26173 0.0 0.0 0.0 -0.847
C 0.25813 3.21320 -0.70784 0.0 0.0 0.0 -0.179
N 0.01037 2.21801 0.13293 0.1 -0.1 0.1 0.110
H -0.85003 -4.09667 1.55318 0.0 0.0 0.0 0.206
H -0.91997 -3.35669 3.12040 0.0 0.0 0.0 0.233
H 1.09404 0.19782 4.33211 0.0 0.0 0.0 0.470
H 0.72870 0.51108 6.75659 0.0 0.0 0.0 0.408
H -1.17490 1.86805 7.55361 0.0 0.0 0.0 0.413
H -2.70350 2.93218 5.92982 0.0 0.0 0.0 0.401
H -2.31589 2.66061 3.50971 0.0 0.0 0.0 0.509
H 0.01415 3.88659 3.03676 0.0 0.0 0.0 0.511
H 0.47752 5.77062 1.47550 0.0 0.0 0.0 0.457
H 0.62363 5.30427 -0.97352 0.0 0.0 0.0 0.422
H 0.31454 2.94607 -1.75542 0.0 0.0 0.0 0.381
C 6.07901 -0.22775 0.02619 0.0 0.0 0.0 -1.336
C 4.58758 -0.17326 -0.14355 0.0 0.0 0.0 0.634
C 3.96630 -0.46593 -1.35689 0.0 0.0 0.0 -0.345
C 2.58771 -0.41768 -1.50066 -0.1 -0.1 -0.1 -0.868
C 1.91371 -0.05351 -0.34986 0.2 0.0 0.4 1.436
Br -0.48022 0.36209 -2.64328 0.1 -0.1 -0.1 -0.319
N 2.43118 0.21260 0.78733 0.0 0.0 -0.1 -0.110
C 3.76326 0.16485 0.91923 0.0 0.0 0.0 -0.628
H 6.57224 -0.47498 -0.91136 0.0 0.0 0.0 0.360
H 6.35718 -0.98139 0.76326 0.0 0.0 0.0 0.326
H 6.46704 0.73068 0.37124 0.0 0.0 0.0 0.337
H 4.56687 -0.74233 -2.21501 0.0 0.0 0.0 0.369
H 2.09128 -0.64746 -2.42862 0.0 0.0 0.0 0.401
H 4.16373 0.40361 1.89689 0.0 0.0 0.0 0.418
```
Positions in Å, forces in eV/Å.

Results
HOMO: -11.59 eV
Electronic energy: -111781.5689 eV
Total charge: +1
Max |F|: 0.527 eV Å⁻¹
Relative energy (zero: lowest compared OMol25 entry of this formula, charge and spin): 1.331 eV
Frontier orbital gap: 7.039 eV



Question: Among the records above, which one has the highest HOMO?
Answer: C28H19IrN4O9S2



Question: relative energy (zero: lowest compared OMol25 entry of this formula, charge and spin) of number 1 (C28H19IrN4O9S2)?
Answer: 0.469 eV



Question: Among the records above, which one has the lowest electronic energy?
Answer: C19H17BrN5PdS